A molecular structure, C36H45N3Zr, computed with ωB97M-V/def2-TZVPD.

Cartesian coordinates (Å):
1 Zr 0.45948 0.04645 0.28886
2 C 3.33242 0.21111 1.85725
3 C 2.49154 0.78753 3.00654
4 C 2.64574 2.29678 3.15039
5 C 1.06489 0.34077 2.77402
6 C 0.78795 -1.04382 2.65196
7 C -0.50482 -1.52184 2.43175
8 C -1.59372 -0.63584 2.30200
9 C -2.99783 -1.11840 2.33226
10 C -1.29421 0.72567 2.24481
11 C 0.00393 1.21576 2.52189
12 H 4.28839 0.72629 1.75805
13 H 2.86077 0.35602 0.84986
14 H 3.54199 -0.85364 1.95987
15 H 2.82519 0.31721 3.93653
16 H 2.37336 2.83149 2.23511
17 H 3.68391 2.54032 3.36913
18 H 2.04483 2.68481 3.97323
19 H 1.59357 -1.76049 2.77041
20 H -0.67719 -2.59104 2.38856
21 H -3.34510 -1.02497 3.36887
22 H -3.07630 -2.16777 2.06460
23 H -3.66718 -0.50845 1.72794
24 H -2.08130 1.44101 2.04097
25 H 0.16493 2.28879 2.51580
26 C 1.24285 2.95365 -0.46947
27 C -0.11817 3.47430 -0.13066
28 C -0.24976 4.79427 0.26171
29 C -1.50523 5.32174 0.54818
30 C -2.62241 4.51448 0.47244
31 C -2.54207 3.17550 0.07699
32 C -3.80398 2.36078 0.09063
33 C -1.27169 2.68107 -0.26267
34 N -1.10386 1.29772 -0.64098
35 C -1.79383 0.74732 -1.59363
36 C -2.62567 1.44732 -2.59395
37 C -1.69424 -0.76138 -1.65219
38 C -2.28959 -1.47176 -2.80635
39 N -1.02567 -1.30220 -0.67480
40 C -1.07005 -2.71601 -0.39432
41 C 0.13821 -3.37182 -0.08139
42 C 1.49703 -2.75860 -0.24459
43 C 0.09845 -4.70179 0.30473
44 C -1.11166 -5.38165 0.39559
45 C -2.28758 -4.71873 0.11336
46 C -2.31038 -3.37574 -0.28029
47 C -3.66325 -2.77075 -0.52902
48 H 2.03074 3.57887 -0.04715
49 H 1.44056 2.83547 -1.53535
50 H 1.50697 1.96598 0.02590
51 H 0.62815 5.42441 0.33417
52 H -1.60178 6.35653 0.84853
53 H -3.59226 4.92123 0.73219
54 H -4.39166 2.60040 0.97704
55 H -3.63235 1.28134 0.08159
56 H -4.43445 2.60802 -0.76638
57 H -2.53995 2.52774 -2.51175
58 H -3.67769 1.16422 -2.48631
59 H -2.33145 1.13308 -3.59888
60 H -1.84256 -1.06551 -3.72150
61 H -3.36205 -1.28553 -2.89488
62 H -2.10355 -2.54077 -2.77165
63 H 1.86293 -2.72775 -1.27084
64 H 2.24348 -3.28054 0.35638
65 H 1.67643 -1.70383 0.13685
66 H 1.02281 -5.22321 0.52092
67 H -1.13053 -6.42155 0.69341
68 H -3.22995 -5.24615 0.19916
69 H -4.37599 -3.14821 0.20274
70 H -4.04129 -3.07801 -1.50624
71 H -3.68578 -1.68191 -0.48198
72 N 1.43964 0.05339 -1.83559
73 C 2.90062 -0.17699 -2.01148
74 C 3.31894 -1.29753 -2.71588
75 C 4.67275 -1.49928 -2.93775
76 C 5.59899 -0.57244 -2.47726
77 C 5.16841 0.56295 -1.80662
78 C 3.81523 0.77045 -1.57174
79 H 0.98037 -0.68311 -2.37543
80 H 1.21214 0.91410 -2.33745
81 H 2.59897 -1.99476 -3.13574
82 H 5.00186 -2.36608 -3.49469
83 H 6.65328 -0.72240 -2.66625
84 H 5.88643 1.30607 -1.48618
85 H 3.50092 1.68984 -1.09395

Atomic forces in eV per Å
Zr -0.7 -0.5 0.4
C 0.0 0.0 0.0
C 0.0 0.1 0.0
C 0.0 0.0 0.0
C 0.2 -0.2 -0.1
C 0.0 0.0 -0.1
C 0.2 0.1 0.0
C -0.1 -0.1 0.0
C 0.0 0.0 0.0
C 0.4 0.4 0.1
C -0.2 0.2 -0.3
H 0.0 0.0 0.0
H 0.0 0.1 0.0
H 0.0 0.0 0.0
H 0.0 0.0 0.0
H 0.0 0.0 0.0
H 0.0 0.0 0.0
H 0.0 0.0 0.0
H 0.0 0.0 0.1
H 0.0 0.0 0.0
H 0.0 0.0 0.0
H 0.0 0.0 0.0
H 0.0 0.0 0.0
H 0.0 0.0 0.1
H 0.0 0.0 0.1
C 0.2 -0.3 0.2
C -0.2 0.0 0.0
C 0.1 0.0 0.0
C 0.0 0.0 0.0
C 0.0 0.0 0.0
C 0.2 0.0 0.0
C -0.1 0.0 0.0
C 0.0 0.3 0.1
N 0.0 0.0 -0.2
C 0.1 0.0 0.0
C 0.0 0.1 0.1
C 0.1 0.0 0.0
C 0.1 -0.1 0.0
N 0.1 0.1 -0.3
C -0.1 -0.2 0.0
C -0.2 0.0 0.0
C 0.2 0.4 0.0
C 0.1 0.0 0.0
C 0.0 0.0 0.0
C 0.0 0.0 0.0
C 0.2 0.0 0.0
C 0.0 0.0 0.0
H 0.0 0.1 -0.1
H 0.0 0.0 0.0
H 0.0 0.2 0.0
H 0.0 0.0 0.0
H 0.0 0.0 0.0
H 0.0 0.0 0.0
H 0.0 0.0 0.0
H 0.0 0.0 0.0
H 0.0 0.0 0.0
H 0.0 0.0 0.0
H 0.0 0.0 0.0
H 0.0 0.0 0.0
H 0.0 0.0 0.0
H 0.0 0.0 0.0
H 0.0 0.0 0.0
H -0.1 0.0 0.0
H 0.0 -0.1 -0.1
H -0.1 -0.2 0.0
H 0.0 0.0 0.0
H 0.0 0.0 0.0
H 0.0 0.0 0.0
H 0.0 0.0 0.0
H 0.0 0.0 0.0
H 0.0 0.0 0.0
N 0.0 0.0 0.1
C 0.2 0.0 -0.1
C -0.2 0.0 0.0
C 0.1 0.0 0.0
C 0.0 0.0 0.0
C 0.0 0.0 0.0
C -0.1 0.0 0.0
H 0.0 0.0 0.0
H 0.0 0.0 0.0
H 0.0 0.0 0.0
H 0.0 0.0 0.0
H 0.0 0.0 0.0
H 0.0 0.0 0.0
H 0.0 0.0 0.0

Calculated values
Total charge: +4
Electronic energy, a.u.: -1608.69356
Relative energy (zero: lowest compared OMol25 entry of this formula, charge and spin), kcal/mol: 0.0

9 unconnected molecules or ions with the total composition C36H45N9 in a non-equilibrium geometry, computed with ωB97M-V/def2-TZVPD.

Cartesian coordinates (Å):
1 C 1.75041 -4.67053 2.71071
2 C 0.64739 -3.81173 2.71024
3 C 1.05976 -2.66151 2.04467
4 N 2.41261 -2.75080 1.74861
5 C 2.73663 -4.04385 2.00376
6 H 1.76283 -5.69948 3.03859
7 H -0.30704 -4.01295 3.17391
8 H 0.59158 -1.72314 1.78647
9 H 2.97742 -1.99824 1.38154
10 H 3.67094 -4.47962 1.68195
11 C -0.94209 3.29260 -3.52665
12 C -0.47180 2.06505 -3.05502
13 C -0.69808 1.09441 -4.04233
14 N -1.22236 1.72704 -5.14720
15 C -1.36098 3.07283 -4.83433
16 H -1.03235 4.19650 -2.94252
17 H -0.09471 1.77031 -2.08686
18 H -0.64283 0.01596 -4.05943
19 H -1.43227 1.30844 -6.04208
20 H -1.78953 3.78450 -5.52445
21 C 1.30981 -5.86346 -2.40372
22 C 0.34457 -4.92596 -2.86150
23 C -0.23779 -4.24004 -1.84302
24 N 0.43794 -4.63268 -0.70943
25 C 1.36001 -5.58569 -1.07652
26 H 2.00238 -6.58023 -2.81965
27 H -0.02422 -4.87201 -3.87515
28 H -0.90317 -3.39656 -1.95350
29 H 0.41560 -4.18572 0.19602
30 H 2.02080 -5.92544 -0.29273
31 C -5.39993 0.36023 -0.04891
32 C -4.64046 0.40137 -1.19133
33 C -3.83855 1.51494 -1.14497
34 N -3.97565 2.16058 0.06302
35 C -4.97899 1.48701 0.69944
36 H -6.11473 -0.37472 0.29069
37 H -4.77726 -0.23008 -2.05676
38 H -3.10345 1.82880 -1.87128
39 H -3.44579 2.90411 0.49489
40 H -5.21968 1.71658 1.72694
41 C 3.64177 -1.25266 -3.58783
42 C 4.76189 -2.05300 -3.37627
43 C 4.33674 -3.03138 -2.49710
44 N 3.02332 -2.88032 -2.11494
45 C 2.51142 -1.76051 -2.80855
46 H 3.60891 -0.44170 -4.30034
47 H 5.74295 -1.88108 -3.79384
48 H 4.94341 -3.83342 -2.10330
49 H 2.50127 -3.44709 -1.46200
50 H 1.48402 -1.43126 -2.85799
51 C 4.55648 -0.62650 1.20720
52 C 5.52792 -1.15943 0.36407
53 C 6.17021 -2.16021 1.03079
54 N 5.67429 -2.23287 2.30833
55 C 4.73868 -1.26245 2.44353
56 H 3.80970 0.14555 1.09466
57 H 5.66943 -0.84913 -0.66067
58 H 6.93811 -2.87071 0.76260
59 H 5.94230 -2.90215 3.01567
60 H 4.28614 -1.24778 3.42403
61 C -1.58066 4.13566 5.04252
62 C -1.59493 2.79776 4.53189
63 C -2.87705 2.29102 4.62075
64 N -3.67663 3.30544 5.04807
65 C -2.93404 4.44484 5.32151
66 H -0.66916 4.70715 5.13723
67 H -0.75082 2.21499 4.19386
68 H -3.27652 1.35371 4.26260
69 H -4.67240 3.23208 5.20032
70 H -3.43449 5.34911 5.63495
71 C -2.91518 5.15923 -0.82528
72 C -2.25423 4.62356 0.26311
73 C -3.07128 4.80772 1.35149
74 N -4.27574 5.31045 0.98208
75 C -4.21771 5.43001 -0.35531
76 H -2.52310 5.22295 -1.82958
77 H -1.24487 4.24132 0.30150
78 H -2.92243 4.60126 2.40107
79 H -5.06122 5.57201 1.56063
80 H -5.06327 5.89002 -0.84503
81 C 0.81431 1.09997 0.83193
82 C 1.16964 0.20468 -0.15962
83 C -0.01687 -0.32258 -0.71932
84 N -1.10238 0.20201 -0.07375
85 C -0.57985 1.05711 0.91458
86 H 1.46260 1.66697 1.48357
87 H 2.15362 -0.16248 -0.41138
88 H -0.22143 -0.95440 -1.57100
89 H -2.08800 0.04355 -0.22720
90 H -1.29156 1.61628 1.50380

Atomic forces in eV per Å
C 0.1 -0.8 -0.7
C -0.3 1.2 -0.4
C 0.3 1.0 0.7
N -2.6 -1.5 -0.5
C 2.1 -0.5 0.6
H 0.1 0.1 0.0
H 0.0 0.2 -0.2
H -0.4 -0.1 0.3
H 0.1 -0.3 -0.3
H 0.2 0.3 0.2
C -0.3 -0.1 -1.1
C -0.3 -2.4 -0.2
C 0.0 0.8 0.0
N 0.1 1.2 0.9
C -0.2 0.0 0.2
H 0.2 0.0 -0.4
H 0.0 0.4 0.0
H 0.4 0.1 0.2
H 0.0 0.1 0.3
H 0.1 -0.2 -0.1
C 0.0 0.9 1.0
C -0.9 -1.0 -2.3
C 1.1 0.2 0.0
N 0.1 0.1 -0.4
C 0.3 0.1 2.0
H -0.4 0.2 -0.6
H 0.1 0.1 -0.1
H -0.1 -0.2 0.5
H -0.1 -0.1 0.1
H 0.0 -0.3 -0.1
C 0.0 1.8 2.6
C 0.3 0.2 -1.8
C 1.5 0.5 -0.4
N -1.8 -2.0 -0.8
C -0.4 -1.4 0.8
H 0.0 0.1 -0.2
H 0.3 0.0 0.0
H -0.1 0.2 0.0
H 0.1 0.2 -0.4
H -0.1 0.2 -0.1
C -3.1 -0.3 1.0
C -0.9 -0.5 0.8
C 0.6 -0.7 0.7
N 0.2 2.1 -1.8
C 3.5 0.1 -1.3
H -0.3 0.1 0.2
H -0.1 -0.3 0.1
H -0.2 0.0 0.2
H 0.1 -0.1 -0.2
H 0.2 -0.3 0.4
C -0.2 0.2 2.8
C 0.1 -0.2 -1.3
C 0.8 -1.0 0.3
N 0.2 0.5 -0.8
C -0.3 -0.1 0.3
H 0.3 0.1 -0.4
H 0.1 -0.2 0.0
H 0.0 0.3 -0.3
H 0.0 0.3 -0.2
H -0.5 0.6 -0.3
C -1.8 -0.6 -0.4
C -0.1 -0.3 0.6
C 0.6 0.5 -0.8
N -0.1 0.8 0.4
C 1.3 -0.8 -0.4
H -0.4 0.3 0.1
H 0.1 0.1 0.1
H 0.0 0.0 0.2
H 0.3 0.0 0.0
H 0.2 -0.1 0.1
C -2.3 -0.3 -0.4
C 0.9 0.6 1.3
C 0.4 -0.6 2.4
N 0.7 -0.6 -0.6
C 0.2 1.7 -2.1
H -0.4 0.0 0.0
H 0.0 0.0 0.0
H 0.3 -0.1 0.0
H 0.3 -0.3 -0.1
H 0.1 -0.2 -0.3
C -1.8 0.1 1.0
C -0.9 -1.8 -1.7
C 0.3 0.1 0.1
N 2.4 1.2 1.7
C -0.7 0.1 -0.8
H -0.1 0.0 -0.1
H 0.0 0.3 -0.3
H 0.4 -0.2 0.1
H 0.1 0.0 -0.2
H 0.2 0.0 0.2

Calculated values
SMILES: c1cc[nH]c1.c1cc[nH]c1.c1cc[nH]c1.c1cc[nH]c1.c1cc[nH]c1.c1cc[nH]c1.c1cc[nH]c1.c1cc[nH]c1.c1cc[nH]c1
Electronic energy, a.u.: -1891.45230
Relative energy (zero: lowest compared OMol25 entry of this formula, charge and spin), kcal/mol: 52.9

Q: Which of these has the highest electronic energy?
A: C36H45N3Zr